[1]
Density functional theory data (ωB97M-V/def2-TZVPD) for a cluster of 8 separate species, C29H43Cl3O21 in total at a distorted geometry.

Computed properties:
HOMO (eV): -10.55
Total energy (eV): -111337.46514
Lowest unoccupied orbital energy (eV): -0.115
Molar mass (u): 834.0
Spin multiplicity: 1
SMILES string: C[C@H]1COC(=O)O1.C[C@H]1COC(=O)O1.C[C@H]1COC(=O)O1.C[C@H]1COC(=O)O1.C[C@H]1COC(=O)O1.C[C@H]1COC(=O)O1.C[C@H]1COC(=O)O1.ClC(Cl)Cl

Geometry (Å):
C -0.51 -0.36 -0.80
Cl -2.26 -0.39 -0.89
Cl 0.16 0.77 -1.97
Cl 0.22 -1.95 -0.97
H -0.29 0.02 0.19
C 3.00 -2.01 3.26
C 2.05 -2.31 2.11
C 1.51 -3.75 2.11
O 0.10 -3.62 2.18
C -0.24 -2.32 2.32
O -1.35 -1.92 2.44
O 0.86 -1.53 2.34
H 3.91 -2.60 3.21
H 2.48 -2.10 4.21
H 3.30 -0.96 3.21
H 2.54 -2.09 1.16
H 1.95 -4.34 2.92
H 1.74 -4.27 1.18
C 3.72 -0.39 -1.38
C 4.19 -1.77 -1.82
C 4.58 -1.84 -3.30
O 5.84 -2.49 -3.29
C 6.35 -2.47 -2.04
O 7.46 -2.77 -1.76
O 5.41 -2.06 -1.15
H 4.44 0.38 -1.65
H 3.66 -0.33 -0.29
H 2.74 -0.15 -1.81
H 3.37 -2.45 -1.56
H 4.69 -0.83 -3.72
H 3.88 -2.34 -3.97
C -4.73 -2.86 -1.52
C -4.32 -4.23 -1.04
C -5.29 -4.88 -0.03
O -5.46 -6.20 -0.54
C -5.04 -6.26 -1.82
O -5.25 -7.16 -2.56
O -4.32 -5.16 -2.13
H -4.38 -2.66 -2.54
H -4.38 -2.02 -0.94
H -5.82 -2.83 -1.62
H -3.30 -4.19 -0.65
H -6.22 -4.32 0.05
H -4.82 -4.98 0.95
C -1.06 4.88 -0.57
C -1.18 4.38 0.86
C -2.50 4.59 1.59
O -2.73 3.34 2.24
C -1.83 2.42 1.82
O -1.78 1.31 2.23
O -1.04 2.94 0.87
H -0.14 4.49 -0.99
H -1.03 5.97 -0.55
H -1.94 4.56 -1.13
H -0.30 4.74 1.40
H -3.35 4.88 0.98
H -2.33 5.36 2.34
C 2.33 1.67 1.29
C 1.95 2.79 2.21
C 2.98 3.14 3.27
O 2.90 4.57 3.35
C 2.42 5.03 2.17
O 2.41 6.17 1.84
O 1.95 4.01 1.42
H 3.24 1.88 0.73
H 1.51 1.33 0.66
H 2.56 0.76 1.86
H 0.95 2.64 2.63
H 3.99 2.84 2.98
H 2.74 2.73 4.25
C 1.22 3.33 -4.78
C 2.71 3.44 -4.53
C 3.29 2.36 -3.60
O 4.40 1.84 -4.35
C 4.43 2.39 -5.59
O 5.25 2.14 -6.40
O 3.38 3.21 -5.76
H 0.94 3.94 -5.64
H 0.60 3.70 -3.96
H 0.92 2.31 -5.01
H 2.93 4.45 -4.17
H 2.63 1.50 -3.46
H 3.57 2.79 -2.64
C -6.09 -0.56 1.86
C -4.72 -1.18 2.07
C -4.08 -0.89 3.45
O -3.92 -2.20 4.03
C -4.25 -3.15 3.15
O -4.13 -4.33 3.29
O -4.81 -2.60 2.04
H -6.47 -0.76 0.86
H -6.06 0.51 2.06
H -6.81 -1.01 2.56
H -4.05 -0.86 1.28
H -4.70 -0.33 4.14
H -3.08 -0.51 3.27

***

[2]
Density functional theory data (ωB97M-V/def2-TZVPD) for the molecule C8H10S at a distorted geometry.

Computed properties:
HOMO (eV): -8.85
Total energy (eV): -19288.64611
Lowest unoccupied orbital energy (eV): 0.364
ΔE to the lowest compared entry with this formula, charge and spin (kcal per mole): 115.0
Molar mass (u): 138.2
Spin multiplicity: 1
SMILES string: C=C1C#CC[C@](C)(S)C1

Geometry (Å):
C -0.61 -1.71 0.26
C -1.65 -1.02 0.28
C 0.81 -1.64 0.35
C -0.19 0.83 0.77
C -1.59 0.41 0.41
C 0.93 -0.09 0.06
C -2.55 1.21 -0.03
C 0.84 -0.04 -1.45
S 2.55 0.50 0.49
H 1.14 -1.85 1.33
H 1.24 -2.28 -0.44
H -0.16 1.80 0.27
H -0.14 0.91 1.86
H -3.47 1.00 -0.46
H -2.36 2.33 0.12
H 2.77 -0.36 1.42
H 1.59 -0.74 -1.70
H 1.11 1.01 -1.82
H -0.24 -0.27 -1.71